{"formula": "C8H18Br4HgN", "method": "wB97M-V/def2-TZVPD", "species": ["C", "N", "Br", "H", "C", "C", "H", "H", "H", "H", "H", "H", "H", "C", "H", "H", "H", "H", "H", "C", "H", "H", "C", "H", "C", "Br", "H", "H", "C", "Hg", "Br", "Br"], "positions_angstrom": [[14.3099, 24.9734, 0.0057], [14.2327, 26.4991, 0.0780], [15.4588, 19.8226, -1.4823], [15.3694, 28.1630, -0.5889], [14.0147, 26.9332, 1.4940], [15.2305, 22.8441, 0.4717], [14.9740, 24.2938, 1.9648], [14.5044, 24.7407, -1.0382], [12.6544, 26.1416, -1.3712], [16.2688, 26.7553, 0.1766], [15.5904, 22.1732, 1.2457], [15.5959, 22.7106, -0.5409], [16.2974, 24.6604, 0.8895], [12.9766, 28.0443, 1.3971], [14.9703, 27.1851, 1.9519], [12.5077, 28.2403, 2.3536], [13.5024, 28.8706, 0.9075], [13.6471, 26.1187, 2.1178], [13.2987, 24.6961, 0.3019], [15.2551, 24.3168, 0.9093], [14.1621, 22.6151, 0.4594], [15.6448, 26.6044, -1.4476], [15.4771, 27.0892, -0.4879], [11.2551, 28.1036, 0.0183], [12.0513, 27.4362, 0.3531], [12.0943, 22.9700, -1.3374], [11.4361, 26.6263, 0.7668], [13.3058, 27.8273, -1.2510], [13.0066, 26.9265, -0.7105], [13.0598, 20.4399, -0.5831], [11.3715, 18.5965, -1.6791], [12.9555, 20.3356, 2.0744]], "atomic_forces_ev_per_a": [[-0.869, 1.200, 0.179], [0.111, -0.547, -0.209], [-0.044, 0.205, 0.006], [0.202, 0.076, 0.135], [0.045, 0.207, 0.827], [-1.191, 0.344, 0.501], [-0.305, 0.436, -0.057], [-0.258, -0.148, -0.016], [0.039, -0.192, 0.075], [0.242, 0.457, -0.058], [0.645, -0.057, -0.332], [0.363, -0.344, 0.144], [-0.127, 0.335, -0.239], [0.663, -0.831, -0.810], [0.031, 0.299, -0.233], [0.079, 0.440, -0.018], [-0.397, 0.571, 0.606], [-0.219, -0.254, -0.483], [0.030, -0.422, -0.513], [1.779, -1.294, 0.937], [0.152, -0.250, -0.229], [-0.060, 0.268, -0.161], [-0.220, -0.890, 0.172], [0.491, 0.302, -0.490], [-1.446, -0.609, 0.479], [-0.168, -0.031, -0.146], [0.495, -0.216, 0.175], [0.101, -0.325, -0.463], [0.019, 1.368, 0.360], [-0.471, -0.733, -0.226], [0.268, 0.437, 0.202], [0.022, 0.201, -0.114]], "total_charge": -1, "orbital_gap_ev": 5.9882, "relative_energy_kcal_mol": 10.78, "lumo_ev": 1.400, "e_tot_ha": -10820.00787}